Record 1
C21H29AuCl5N2Si3 as an isolated structure, computed with ωB97M-V with the def2-TZVPD basis set.

## Properties
- LUMO energy (alpha / beta): -5.6920 / -5.6963 eV
- Molar mass: 767.967 g mol⁻¹
- E_tot: -115159.2852 eV
- Orbital gap (alpha / beta): 5.705 / 5.701 eV
- Charge: +1
- Energy relative to the best compared isomer or geometry (same formula, charge and spin): 38.6 kcal per mole
- Strongest force on any atom: 0.90 eV/Å

Each line ends with the Mulliken charge.
Geometry (Å):
H -5.242495 0.201927 1.612486  0.36
C 4.114694 0.888252 -1.026056  -0.22
H -4.990160 0.365667 -1.587632  0.30
N 1.393432 -3.601792 0.607284  -0.03
Au -0.127964 0.133836 -0.029122  0.97
C -2.178994 -2.926309 1.559969  -1.03
H -0.063437 -0.304975 5.844103  0.45
Cl 3.792498 4.151083 1.259825  -0.17
Si -2.561737 -2.072858 -0.069934  0.36
H -2.232412 -2.851445 -2.390978  0.36
C 0.952795 -0.307305 2.635530  -0.12
H -1.086018 -0.531155 -3.090925  0.37
C -1.353262 0.137557 2.742585  0.37
Si -2.822330 0.591284 1.638582  -0.35
Cl 2.389068 -0.968801 -1.965012  -0.19
C -1.472417 2.376679 -1.532827  -1.17
C 2.145432 2.154324 0.446650  1.24
H 1.841757 -4.479715 0.777300  0.27
Cl 5.320124 0.101827 -1.957526  -0.17
H 1.813073 -0.427592 1.994555  0.50
C 1.813324 0.982749 -0.219238  -1.80
H -0.403629 2.192287 -1.688746  0.48
C 2.817003 0.396224 -0.971472  0.72
H -2.107976 0.617873 -3.934076  0.42
H -4.468984 -1.145827 2.448111  0.36
H -5.054125 -1.842050 0.251102  0.33
H -4.555831 1.811198 -2.498723  0.41
H -1.998906 2.959639 1.472404  0.22
H -4.671689 1.886891 -0.748306  0.30
H -2.976666 -2.780248 2.289109  0.29
C 4.423298 2.050745 -0.315413  0.63
Si -2.539752 0.824118 -1.546595  0.10
H -1.240049 -2.618825 2.019555  0.23
C -4.361555 1.255255 -1.577972  -0.98
H -2.792113 -0.893962 -3.348159  0.27
C -4.436476 -0.069292 2.296599  -1.22
C -4.381307 -2.323674 -0.455830  -1.13
Cl 0.918030 2.976308 1.378586  -0.21
C -2.209540 -0.197366 0.040109  0.36
H -1.574327 2.978092 -0.632604  0.31
C -1.299979 0.046925 4.125263  -0.78
C -2.939367 2.453833 1.689373  -1.03
N -0.216639 -0.038596 2.038079  0.24
H -1.523469 -3.962493 -1.231390  0.46
H -2.209149 0.189062 4.692667  0.52
C -0.105373 -0.231537 4.765775  -0.45
C 3.427261 2.702685 0.415943  -0.26
H -4.659747 0.415882 3.249535  0.43
C -1.638239 -2.904859 -1.480143  -1.10
C -2.087967 -0.098517 -3.109203  -1.03
H -1.796152 2.980126 -2.385344  0.48
H -0.645422 -2.521444 -1.709213  0.23
Cl 6.012152 2.687414 -0.360764  -0.16
C 0.934220 -2.561545 0.384765  -0.23
H 1.995471 -0.623697 4.459466  0.47
H -3.234212 2.730512 2.705004  0.39
H -3.702765 2.839674 1.016715  0.35
H -4.628302 -1.977032 -1.460008  0.32
H -4.588222 -3.396448 -0.427709  0.40
H -2.111544 -4.000277 1.374968  0.47
C 1.037963 -0.412330 4.006309  -0.93

Cartesian forces (eV/Å) of the 2 atoms listed first:
0.0 0.0 0.0
0.1 0.1 0.0



Record 2
A 2-piece molecular cluster, C2H5N3O2 overall, computed with ωB97M-V with the def2-TZVPD basis set.

## Properties
- LUMO energy: 0.5270 eV
- Molar mass: 103.081 g mol⁻¹
- E_tot: -10716.1089 eV
- Orbital gap: 8.569 eV
- Energy relative to the best compared isomer or geometry (same formula, charge and spin): 131.5 kcal per mole
- SMILES: [H]/N=N/N.O=C=CO
- Strongest force on any atom: 3.78 eV/Å

Each line ends with the Mulliken charge.
Geometry (Å):
C 0.223916 -1.069849 1.204230  0.75
N -0.040283 1.837517 -0.835127  -0.19
H 0.075478 2.308787 -1.714561  0.28
O 1.059123 -1.217426 2.048155  -0.51
H 2.236436 0.421158 0.755655  0.26
O -1.409584 -0.631714 -0.509250  -0.59
H -1.624376 -1.104888 -1.320629  0.30
C -0.923669 -1.318808 0.556930  -0.50
H -1.430300 -2.258347 0.675749  0.38
N 1.292639 0.453521 0.156354  -0.19
H -0.591151 0.976656 -0.663656  0.38
N 1.131771 1.603393 -0.353850  -0.37

Cartesian forces (eV/Å) of the 2 atoms listed first:
1.0 -0.7 0.9
-1.0 -1.0 0.2



Record 3
C4H6ErO as an isolated structure, computed with ωB97M-V with the def2-TZVPD basis set.

## Properties
- LUMO energy (alpha / beta): -13.8255 / -16.2882 eV
- Molar mass: 237.351 g mol⁻¹
- E_tot: -33874.9141 eV
- ⟨S²⟩: 3.7607
- Orbital gap (alpha / beta): 9.063 / 4.148 eV
- Charge: +3
- Energy relative to the best compared isomer or geometry (same formula, charge and spin): 0.0 kcal per mole
- Strongest force on any atom: 4.87 eV/Å
- Multiplicity: 4

Each line ends with the Mulliken charge.
Geometry (Å):
H -3.714324 -1.141278 0.276916  0.41
C -2.999357 0.857725 -0.168064  -0.57
H -1.362832 -2.098773 0.467989  0.45
C -0.595751 -0.396141 -0.683891  -0.10
O 0.552493 -0.248009 -0.149440  -0.50
H -1.791655 1.017803 -0.740185  0.21
H -3.957385 0.991614 -0.686087  0.36
H -2.923079 1.558665 0.673342  0.40
C -2.817040 -0.517572 0.273330  0.06
Er 2.811008 0.529823 -0.480562  1.87
H -0.635904 -0.643612 -1.768939  0.44
C -1.623832 -1.158343 -0.019871  -0.02

Cartesian forces (eV/Å) of the 2 atoms listed first:
-0.1 -0.1 1.0
3.5 -0.5 0.1



Record 4
C20H37O2S4Si2Sr as an isolated structure, computed with ωB97M-V with the def2-TZVPD basis set.

## Properties
- LUMO energy: 1.8701 eV
- Molar mass: 581.574 g mol⁻¹
- E_tot: -85370.2772 eV
- Orbital gap: 5.420 eV
- Charge: -1
- Energy relative to the best compared isomer or geometry (same formula, charge and spin): 19.4 kcal per mole
- Strongest force on any atom: 2.14 eV/Å

Each line ends with the Mulliken charge.
Geometry (Å):
C 0.851869 -1.527066 -3.346811  0.84
H 4.294936 -2.623552 0.152335  0.50
H 5.034523 5.609175 -0.900331  0.37
O -2.955578 0.188353 -0.163402  -0.89
H 3.659012 -1.295806 -1.895459  0.27
C -1.768776 -2.478544 3.554484  -1.23
C 2.939403 5.604604 -1.389511  -0.66
C -1.423833 4.424522 -0.667338  -1.30
H -1.536054 0.647239 4.532207  0.26
H 0.911416 0.068035 -4.811293  0.43
C 1.172684 -2.123822 3.777864  -1.25
C -0.520082 4.238457 2.159214  -1.39
H -2.759127 -2.078173 3.307171  0.28
S 2.612498 0.556256 -0.801504  0.26
C -0.616799 0.058524 4.642992  -1.17
H 2.053585 -1.467116 3.761126  0.26
H 4.802985 -0.434557 -0.859717  0.50
H 3.631361 1.941001 -2.484311  0.54
H 1.397168 -2.981632 3.136260  0.29
H -0.716291 -0.518947 -4.425764  0.46
C 0.541237 -3.782423 -1.797504  -0.99
C 3.782823 -0.819926 -0.919577  -0.90
S -0.361035 -2.272235 -2.227095  0.06
C 1.528267 2.012269 -2.888920  0.17
H 1.120298 -2.271185 -4.102530  0.46
S 1.899011 -2.557555 0.255708  0.23
H -0.659291 -0.441980 5.620994  0.32
H 0.216058 0.772191 4.667764  0.27
C 1.943167 -3.575992 -1.240036  -0.92
H 4.746151 4.064835 1.019010  0.37
H 2.997842 0.431996 -3.163777  0.52
C 3.886808 4.360226 0.427353  -0.70
H 0.264318 3.960252 2.872493  0.34
H 2.582273 -3.095764 -1.980899  0.28
H -2.447330 4.070046 -0.501817  0.33
O -4.864320 -0.532944 -1.149688  -0.59
H 3.051443 6.290683 -2.222106  0.37
H -1.215318 4.280386 -1.734988  0.32
H 1.343975 2.822592 -2.183820  -0.75
C -3.654782 -0.509241 -1.003633  0.22
H -0.543891 5.333710 2.094457  0.35
C 3.554420 -1.824357 0.207799  -0.97
H 0.594006 -4.409994 -2.688515  0.42
Si -0.392985 -1.184525 3.181997  0.31
C 0.263576 -0.285651 -4.006071  -1.21
Si -0.215621 3.422477 0.437825  0.32
C 1.678344 5.109773 -1.059688  0.06
H -1.401425 5.501505 -0.455539  0.34
C 2.626245 3.869776 0.740321  -0.16
H 0.822760 5.429294 -1.648775  0.28
H -1.785737 -2.787242 4.609155  0.33
S -0.018467 1.083587 -2.861028  0.06
H -1.474219 3.907483 2.586585  0.35
H 2.379914 -4.546263 -0.994381  0.49
C 4.051756 5.229008 -0.647476  -0.43
C 1.482420 4.225838 0.009944  0.08
H -0.093554 -4.279526 -1.062466  0.39
C 2.785635 1.251306 -2.472543  -1.11
H -3.048735 -1.157618 -1.655185  0.10
H 1.050834 -2.491905 4.806500  0.39
H 2.521851 3.181954 1.576505  0.32
H 3.644933 -1.332634 1.178556  0.38
H -1.626700 -3.378319 2.942845  0.28
H 1.729122 -1.261843 -2.759429  -1.16
H 1.663317 2.438136 -3.885063  0.57
Sr -1.006409 0.461329 0.720718  1.42

Cartesian forces (eV/Å) of the 2 atoms listed first:
-0.1 -0.1 0.1
0.1 0.1 0.1